(1)
Molecular formula: C28H48GaO11
Method: DFT, ωB97M-V/def2-TZVPD

Geometry (Å):
C: -5.1261 2.4187 1.1682
C: -5.0040 1.8110 2.3570
Ga: -3.2737 1.9280 3.4454
C: -1.7088 1.6136 2.1832
C: -0.5928 0.6928 2.7034
C: -3.1632 3.8193 4.2118
C: -1.8936 4.0323 5.0388
C: -1.4510 5.4846 5.2775
C: -1.1343 6.2120 3.9870
O: -0.5222 7.4747 4.2980
H: -4.2898 2.9641 0.7301
H: -6.0432 2.4184 0.5760
H: -5.8857 1.2638 2.7035
H: -3.3174 0.8754 4.6830
H: -1.2780 2.5806 1.8874
H: -2.1201 1.1784 1.2624
H: 0.2481 0.6520 2.0094
H: -0.2107 1.0162 3.6771
H: -0.9526 -0.3355 2.8076
H: -3.2209 4.5154 3.3668
H: -4.0505 3.9643 4.8405
H: -1.0399 3.5042 4.5851
H: -2.0498 3.5715 6.0211
H: -2.2230 6.0320 5.8280
H: -0.5270 5.4912 5.8702
H: -0.4448 5.5997 3.3879
H: -2.0421 6.3732 3.3985
H: -0.4578 7.9793 3.4836
O: 1.3700 -2.8035 1.4845
C: 1.4930 -2.2454 0.4353
O: 1.2579 -0.9235 0.2820
C: 1.4010 -0.5386 -1.1039
C: 2.2961 -1.6087 -1.7239
C: 1.9090 -2.8359 -0.9014
H: 0.4116 -0.5119 -1.5631
H: 1.8255 0.4625 -1.1333
H: 2.1485 -1.6981 -2.7965
H: 3.3484 -1.3816 -1.5534
H: 1.0432 -3.3646 -1.3063
H: 2.7212 -3.5447 -0.7617
O: 6.1721 -3.6511 -1.5028
C: 6.1874 -2.8380 -0.6254
O: 5.6322 -1.6129 -0.7786
C: 5.8530 -0.8091 0.4094
C: 6.1407 -1.8146 1.5222
C: 6.7998 -2.9522 0.7540
H: 6.6902 -0.1377 0.2128
H: 4.9634 -0.2148 0.6021
H: 6.7426 -1.3921 2.3223
H: 5.1995 -2.1596 1.9521
H: 7.8780 -2.8144 0.6512
H: 6.6090 -3.9413 1.1610
O: 1.2281 -0.3654 -5.5401
C: 0.5023 -1.2841 -5.2992
O: -0.0541 -1.4556 -4.0765
C: -0.7939 -2.6913 -4.0266
C: -1.1422 -2.9981 -5.4737
C: 0.0566 -2.4110 -6.2165
H: -0.1576 -3.4560 -3.5759
H: -1.6645 -2.5398 -3.3942
H: -1.3086 -4.0582 -5.6441
H: -2.0544 -2.4687 -5.7454
H: 0.8817 -3.1205 -6.3043
H: -0.1705 -2.0145 -7.2022
O: 5.1203 1.6816 3.0057
C: 4.2496 2.2250 2.3983
O: 4.5017 2.9022 1.2500
C: 3.2962 3.5204 0.7664
C: 2.1600 2.7228 1.3914
C: 2.7812 2.2861 2.7167
H: 3.2971 4.5635 1.0909
H: 3.3171 3.4882 -0.3205
H: 1.2437 3.2944 1.4933
H: 1.9414 1.8449 0.7846
H: 2.6384 3.0250 3.5079
H: 2.4331 1.3238 3.0753
O: -2.9950 -5.5234 -3.9137
C: -4.0452 -4.9747 -4.0691
O: -4.1480 -3.8302 -4.7862
C: -5.4937 -3.3216 -4.7438
C: -6.3623 -4.5300 -4.4055
C: -5.4132 -5.3620 -3.5429
H: -5.5420 -2.5505 -3.9727
H: -5.7137 -2.8734 -5.7091
H: -7.2920 -4.2545 -3.9135
H: -6.6072 -5.0757 -5.3176
H: -5.4553 -5.0821 -2.4888
H: -5.5531 -6.4358 -3.6255

gap between HOMO and LUMO = 0.2271 Eh
multiplicity = 1
charge = -1
highest occupied orbital energy = -4.398 eV
LUMO energy = 1.78 eV

Löwdin population analysis, charges in e, atoms 1 to 6: -0.176 -0.262 0.353 -0.339 -0.225 -0.295

(2)
Molecular formula: C28H48N3O2S
Method: DFT, ωB97M-V/def2-TZVPD

Geometry (Å):
C: 1.6003 -2.5654 0.5650
O: 0.3022 -2.5397 1.1251
C: -0.4136 -3.7631 1.0202
C: -1.9047 -3.3962 0.7393
C: -2.6779 -4.7232 0.5350
C: -4.2064 -4.5325 0.4793
C: -4.7527 -3.7413 -0.7623
C: -3.9180 -3.8504 -2.0814
C: -3.2528 -2.4687 -2.4207
C: -1.7939 -2.5732 -2.9298
C: -1.2098 -1.1633 -3.2847
C: -0.2648 -0.6106 -2.1804
C: 0.3445 0.7650 -2.5544
C: -0.6526 1.9646 -2.5342
C: -1.5685 2.0066 -1.3083
C: -1.3320 3.0366 -0.2935
C: -2.0759 3.1416 0.8526
C: -3.1289 2.1935 1.0550
N: -3.9533 2.1107 2.1317
S: -4.9404 0.8756 1.8190
N: -4.4535 0.3403 0.3442
C: -3.4368 1.1815 0.0793
C: -2.6088 1.1476 -1.0909
H: 1.6554 -1.7044 -0.1327
H: 1.8588 -3.4914 0.0265
H: 2.3951 -2.4109 1.3266
H: -0.4075 -4.3766 1.9406
H: -0.0947 -4.3954 0.1691
H: -2.3055 -2.8017 1.5781
H: -1.8772 -2.7637 -0.1609
H: -2.4686 -5.3355 1.4392
H: -2.2484 -5.2963 -0.3046
H: -4.4709 -3.9313 1.3742
H: -4.7676 -5.4765 0.6009
H: -5.7472 -4.1745 -0.9892
H: -4.9628 -2.6939 -0.4805
H: -4.6530 -4.0347 -2.8889
H: -3.2148 -4.6951 -2.1116
H: -3.2264 -1.8856 -1.4769
H: -3.9235 -1.9264 -3.1062
H: -1.8358 -3.1237 -3.8916
H: -1.1418 -3.1392 -2.2440
H: -2.0196 -0.4651 -3.5532
H: -0.5692 -1.3162 -4.1753
H: -0.7220 -0.6356 -1.1746
H: 0.5833 -1.3260 -2.1372
H: 0.7120 0.6661 -3.5950
H: 1.2169 0.9450 -1.8969
H: -0.0417 2.8886 -2.4771
H: -1.2237 2.0539 -3.4728
H: -0.5365 3.7841 -0.4127
H: -1.8953 3.8919 1.6254
H: -2.8215 0.3869 -1.8486
C: 5.5214 2.9698 1.7736
C: 4.4309 2.8322 0.6726
C: 3.5539 4.1023 0.5958
C: 2.4912 4.2263 1.6900
C: 1.6683 2.9447 1.8133
C: 2.5469 1.7004 2.0232
N: 3.6039 1.6019 0.9493
O: 3.0842 1.2345 -0.0834
C: 3.1826 1.7616 3.4285
C: 1.6648 0.4494 2.0763
C: 5.2223 2.7400 -0.6402
H: 5.6750 2.0357 2.3154
H: 6.4919 3.2173 1.3490
H: 5.2862 3.7493 2.4975
H: 3.0389 4.1227 -0.3711
H: 4.1987 4.9813 0.6162
H: 2.9581 4.4754 2.6456
H: 1.8254 5.0587 1.4524
H: 0.9672 3.0368 2.6428
H: 1.0575 2.8231 0.9106
H: 3.8433 0.9105 3.6009
H: 2.4053 1.7307 4.1900
H: 3.7478 2.6705 3.6181
H: 1.0519 0.3238 1.1815
H: 0.9720 0.5108 2.9131
H: 2.2655 -0.4500 2.2085
H: 5.8370 1.8382 -0.6721
H: 5.8825 3.6002 -0.7330
H: 4.5773 2.7491 -1.5198

ΔE to the lowest compared entry with this formula, charge and spin = 0.000 eV
gap between HOMO and LUMO = 0.1504 Eh
multiplicity = 1
charge = +1
highest occupied orbital energy = -11.066 eV
LUMO energy = -6.97 eV

Löwdin population analysis, charges in e, atoms 1 to 6: -0.126 -0.194 -0.227 -0.164 -0.215 -0.195

(3)
Molecular formula: C28H48O15
Method: DFT, ωB97M-V/def2-TZVPD

Geometry (Å):
C: 13.2155 10.4166 29.4161
C: 14.0911 10.8208 30.5546
C: 14.2031 9.5361 31.3073
O: 12.9109 8.9702 31.1637
C: 12.1388 9.6140 30.0970
H: 13.6396 9.8319 28.5997
H: 12.7800 11.3337 29.0193
H: 13.8072 11.6069 31.2544
H: 15.0575 11.2194 30.2461
H: 14.6561 9.6755 32.2888
H: 14.9235 8.8628 30.8429
H: 11.5147 10.2484 30.7263
H: 11.6919 8.8671 29.4408
C: 20.2276 10.2123 25.9834
C: 21.6103 10.7313 26.3208
C: 21.4385 10.8811 27.7844
O: 20.2476 11.5455 27.9387
C: 19.3491 11.0436 26.9078
H: 20.1350 9.1675 26.2800
H: 20.1390 10.3660 24.9080
H: 21.6822 11.7548 25.9529
H: 22.5102 10.1824 26.0431
H: 22.2214 11.4193 28.3187
H: 21.5692 9.9096 28.2611
H: 19.0109 11.9387 26.3856
H: 18.4407 10.5948 27.3097
C: 23.7894 5.7174 27.7035
C: 24.3875 6.6155 26.6201
C: 24.7173 7.8915 27.4058
O: 23.6270 8.0298 28.3138
C: 22.9013 6.7831 28.4435
H: 24.4680 5.3578 28.4770
H: 23.2199 4.9077 27.2473
H: 23.6685 6.8275 25.8287
H: 25.2499 6.1944 26.1034
H: 24.7359 8.7827 26.7785
H: 25.6467 7.7194 27.9486
H: 21.9997 6.8847 27.8394
H: 22.6040 6.5604 29.4682
C: 18.4253 9.4946 30.4488
C: 19.3644 8.4616 29.8104
C: 19.2152 7.1113 30.4826
O: 18.1248 6.4888 29.7480
C: 18.0847 7.0377 28.5374
O: 17.3276 6.7695 27.6697
O: 18.8780 8.1709 28.4775
H: 18.2676 10.3735 29.8237
H: 18.6413 9.7453 31.4874
H: 17.4445 9.0310 30.5541
H: 20.3388 8.9497 29.7921
H: 18.9807 7.2044 31.5430
H: 20.1455 6.5561 30.3622
C: 24.3335 11.7766 30.9372
C: 24.4292 10.2269 31.0655
C: 24.7876 9.6199 32.3703
O: 23.7364 8.7740 32.6749
C: 22.8502 8.7196 31.6293
O: 21.7559 8.1503 31.7070
O: 23.2097 9.5814 30.6967
H: 25.2661 12.2721 31.2072
H: 23.5420 12.0935 31.6162
H: 24.2003 12.2199 29.9503
H: 25.1654 9.9290 30.3190
H: 25.0278 10.2623 33.2176
H: 25.7238 9.1229 32.1164
C: 20.4424 13.7605 30.9156
C: 19.0782 14.3732 31.1133
C: 17.9571 13.5509 30.5521
O: 17.0596 13.4064 31.6351
C: 17.5588 14.0150 32.7069
O: 17.0366 14.0823 33.8010
O: 18.7736 14.5054 32.4707
H: 20.4594 12.6745 31.0076
H: 21.0675 14.1676 31.7103
H: 20.8565 14.0043 29.9372
H: 18.9138 15.3935 30.7669
H: 18.3417 12.6688 30.0401
H: 17.5268 14.2217 29.8084
C: 14.6951 2.5420 31.0831
C: 15.3150 3.8394 30.7802
C: 14.5189 5.0599 31.0527
O: 15.4001 5.9725 31.7918
C: 16.4055 5.2306 32.1111
O: 17.3537 5.6011 32.8267
O: 16.3019 4.0066 31.7286
H: 14.2612 2.2460 32.0382
H: 15.4504 1.7710 30.9308
H: 13.8634 2.3006 30.4211
H: 15.8306 3.7991 29.8207
H: 13.4671 4.8704 31.2670
H: 14.4536 5.5001 30.0577

ΔE to the lowest compared entry with this formula, charge and spin = 1.161 eV
gap between HOMO and LUMO (alpha / beta) = 0.3169 / 0.0955 Eh
multiplicity = 2
charge = +1
highest occupied orbital energy (alpha / beta) = -11.239 / -11.239 eV
LUMO energy (alpha / beta) = -2.62 / -8.64 eV

Löwdin population analysis, charges in e, atoms 1 to 6: -0.141 -0.147 -0.092 0.137 -0.037 0.144

Molar mass values, unit u, following the record order: 630.4; 490.8; 624.7.
Maximum force values, unit Eh/bohr, following the record order: 0.0118; 0.1318; 0.1430.